Entry 1:
{"formula": "C45H95N5O5", "method": "wB97M-V/def2-TZVPD", "elements": ["C", "C", "C", "C", "C", "C", "N", "O", "C", "C", "C", "H", "H", "H", "H", "H", "H", "H", "H", "H", "H", "H", "H", "H", "H", "H", "H", "H", "H", "H", "C", "C", "C", "C", "C", "C", "N", "O", "C", "C", "C", "H", "H", "H", "H", "H", "H", "H", "H", "H", "H", "H", "H", "H", "H", "H", "H", "H", "H", "H", "C", "C", "C", "C", "C", "C", "N", "O", "C", "C", "C", "H", "H", "H", "H", "H", "H", "H", "H", "H", "H", "H", "H", "H", "H", "H", "H", "H", "H", "H", "C", "C", "C", "C", "C", "C", "N", "O", "C", "C", "C", "H", "H", "H", "H", "H", "H", "H", "H", "H", "H", "H", "H", "H", "H", "H", "H", "H", "H", "H", "C", "C", "C", "C", "C", "C", "N", "O", "C", "C", "C", "H", "H", "H", "H", "H", "H", "H", "H", "H", "H", "H", "H", "H", "H", "H", "H", "H", "H", "H"], "coordinates": [[-3.920, 1.249, 0.873], [-4.041, 1.721, 2.294], [-2.664, 2.284, 2.820], [-2.320, 3.706, 2.278], [-3.486, 4.617, 2.712], [-4.955, 4.181, 2.135], [-5.093, 2.720, 2.490], [-6.310, 2.158, 1.903], [-6.050, 4.971, 2.782], [-4.814, 4.513, 0.578], [-4.256, 0.562, 3.224], [-4.861, 1.313, 0.327], [-3.581, 0.226, 0.713], [-3.110, 1.833, 0.435], [-2.761, 2.277, 3.906], [-1.896, 1.572, 2.518], [-2.127, 3.737, 1.206], [-1.313, 3.834, 2.676], [-3.217, 5.574, 2.265], [-3.613, 4.859, 3.767], [-6.299, 4.538, 3.751], [-5.661, 5.988, 2.826], [-6.982, 4.975, 2.216], [-4.178, 3.830, 0.014], [-5.805, 4.320, 0.166], [-4.559, 5.546, 0.344], [-3.388, -0.086, 3.346], [-5.220, 0.060, 3.133], [-4.234, 0.890, 4.263], [-6.664, 1.926, 2.765], [-0.871, -1.921, 0.282], [0.204, -0.868, -0.113], [1.663, -1.341, -0.027], [2.142, -2.288, -1.132], [2.017, -1.504, -2.438], [0.623, -0.916, -2.666], [-0.059, -0.422, -1.498], [-1.226, 0.320, -1.765], [0.789, 0.195, -3.753], [-0.266, -2.037, -3.186], [0.097, 0.354, 0.768], [-0.883, -2.787, -0.380], [-1.913, -1.603, 0.250], [-0.590, -2.356, 1.241], [2.466, -0.603, -0.016], [1.749, -1.909, 0.900], [1.745, -3.298, -1.242], [3.177, -2.486, -0.855], [2.210, -2.271, -3.187], [2.921, -0.955, -2.699], [-0.203, 0.568, -4.006], [1.366, 0.958, -3.232], [1.263, -0.114, -4.685], [-0.078, -2.269, -4.235], [-0.463, -2.949, -2.622], [-1.241, -1.598, -3.396], [0.192, -0.082, 1.763], [-0.939, 0.660, 0.620], [0.908, 1.041, 0.527], [-0.826, 1.143, -2.057], [3.703, 4.808, 2.425], [4.346, 3.481, 2.790], [4.853, 3.075, 1.385], [5.993, 2.057, 1.521], [7.011, 2.560, 2.494], [6.509, 2.871, 3.959], [5.274, 3.725, 3.893], [4.687, 4.031, 5.101], [6.436, 1.498, 4.676], [7.587, 3.825, 4.638], [3.326, 2.413, 3.245], [3.111, 5.225, 3.240], [3.178, 4.740, 1.472], [4.442, 5.581, 2.213], [4.131, 2.625, 0.704], [5.109, 3.912, 0.735], [6.476, 1.639, 0.638], [5.716, 1.141, 2.044], [7.453, 3.476, 2.104], [7.854, 1.895, 2.685], [6.008, 1.666, 5.664], [5.665, 0.874, 4.222], [7.378, 0.963, 4.555], [8.496, 3.335, 4.987], [7.957, 4.607, 3.974], [7.177, 4.349, 5.501], [3.762, 1.536, 3.724], [2.710, 1.889, 2.514], [2.661, 2.764, 4.034], [4.750, 4.988, 5.142], [-0.813, -1.022, -11.295], [-0.518, -0.865, -9.772], [0.048, 0.649, -9.776], [0.273, 1.088, -8.336], [-0.985, 1.031, -7.577], [-1.803, -0.325, -7.618], [-1.774, -0.954, -8.878], [-2.471, -2.141, -8.942], [-1.251, -1.346, -6.579], [-3.277, 0.081, -7.278], [0.580, -1.921, -9.415], [-1.639, -0.373, -11.585], [-1.152, -2.045, -11.458], [-0.050, -0.878, -12.059], [1.029, 0.722, -10.246], [-0.438, 1.342, -10.462], [0.543, 2.144, -8.368], [1.152, 0.545, -7.989], [-1.558, 1.888, -7.930], [-0.700, 1.326, -6.568], [-0.994, -0.912, -5.613], [-2.053, -1.996, -6.228], [-0.523, -2.071, -6.944], [-3.908, -0.802, -7.380], [-3.283, 0.589, -6.313], [-3.769, 0.807, -7.926], [1.358, -2.130, -10.150], [0.195, -2.915, -9.189], [1.035, -1.647, -8.463], [-3.147, -1.930, -9.590], [-0.907, -6.665, 6.391], [-0.537, -5.750, 5.144], [-1.457, -6.134, 3.982], [-1.561, -4.949, 2.918], [-1.989, -3.660, 3.517], [-0.957, -3.200, 4.647], [-0.730, -4.328, 5.602], [0.050, -3.920, 6.638], [0.381, -2.658, 3.990], [-1.534, -2.074, 5.506], [0.848, -5.977, 4.655], [-0.950, -7.725, 6.137], [-1.918, -6.484, 6.757], [-0.120, -6.591, 7.142], [-1.318, -7.131, 3.566], [-2.483, -6.250, 4.331], [-2.368, -5.210, 2.233], [-0.677, -4.955, 2.280], [-2.943, -3.891, 3.991], [-1.962, -2.774, 2.882], [0.434, -1.611, 3.691], [1.222, -2.943, 4.622], [0.598, -3.034, 2.990], [-2.246, -2.494, 6.217], [-0.772, -1.679, 6.178], [-1.974, -1.263, 4.927], [1.047, -5.669, 3.628], [0.935, -7.063, 4.670], [1.637, -5.448, 5.189], [-0.211, -4.519, 7.341]], "smiles": "CC1(C)CCCC(C)(C)N1O.CC1(C)CCCC(C)(C)N1O.CC1(C)CCCC(C)(C)N1O.CC1(C)CCCC(C)(C)N1O.CC1(C)CCCC(C)(C)N1O", "spin_multiplicity": 1, "e_above_lowest_kcal_mol": 147.8, "e_lumo_ev": 0.474, "mol_weight_da": 786.3, "max_force_ha_per_bohr": 0.10017, "homo_energy_ev": -7.65, "orbital_gap_ev": 8.127, "total_energy_ha": -2421.1107}

Entry 2:
{"formula": "C45H98BClF2N2O15P", "method": "wB97M-V/def2-TZVPD", "elements": ["C", "C", "C", "C", "O", "C", "C", "C", "C", "O", "C", "O", "B", "C", "C", "O", "F", "P", "O", "Cl", "O", "C", "C", "C", "C", "N", "C", "O", "N", "C", "O", "F", "H", "H", "H", "H", "H", "H", "H", "H", "H", "H", "H", "H", "H", "H", "H", "H", "H", "H", "H", "H", "H", "H", "H", "H", "H", "H", "H", "H", "C", "C", "O", "C", "C", "H", "H", "H", "H", "H", "H", "H", "H", "H", "H", "C", "C", "O", "C", "C", "H", "H", "H", "H", "H", "H", "H", "H", "H", "H", "C", "C", "O", "C", "C", "H", "H", "H", "H", "H", "H", "H", "H", "H", "H", "C", "C", "O", "C", "C", "H", "H", "H", "H", "H", "H", "H", "H", "H", "H", "C", "C", "O", "C", "C", "H", "H", "H", "H", "H", "H", "H", "H", "H", "H", "C", "C", "O", "C", "C", "H", "H", "H", "H", "H", "H", "H", "H", "H", "H", "C", "C", "O", "C", "C", "H", "H", "H", "H", "H", "H", "H", "H", "H", "H"], "coordinates": [[5.040, -0.299, 1.422], [3.606, -0.893, 0.844], [2.509, -0.716, 2.050], [0.950, -0.477, 1.493], [0.364, 0.538, 2.384], [-1.088, 0.678, 2.195], [-1.231, 2.235, 1.621], [-0.473, 2.436, 0.167], [-0.672, 3.943, -0.484], [0.428, 4.852, -0.094], [0.219, 5.308, 1.310], [-1.747, -0.074, 1.085], [-3.155, -0.397, 1.401], [-3.221, -2.009, 1.081], [-4.627, -2.514, 0.387], [-4.714, -2.860, -0.919], [-5.844, -2.617, 1.244], [-4.543, 0.269, 0.201], [-3.921, 0.280, -1.453], [-5.053, 2.282, 0.645], [-3.295, 0.097, 2.785], [-1.998, 0.262, 3.523], [-2.243, 1.375, 4.700], [-0.884, 1.961, 5.402], [-0.900, 3.557, 5.899], [0.270, 1.267, 5.670], [-1.800, -1.301, 4.086], [-0.567, -1.879, 4.033], [-2.922, -2.163, 4.622], [-3.451, -1.673, 5.955], [-2.863, -1.903, 7.152], [-4.717, -0.852, 6.001], [5.942, -0.942, 1.004], [5.128, -0.358, 2.602], [5.110, 0.839, 1.146], [3.777, -2.034, 0.540], [3.189, -0.278, -0.084], [2.565, -1.576, 2.856], [2.782, 0.292, 2.624], [0.998, -0.154, 0.359], [0.423, -1.521, 1.535], [-0.683, 2.913, 2.422], [-2.371, 2.588, 1.604], [-0.796, 1.668, -0.656], [0.682, 2.282, 0.358], [-1.746, 4.364, -0.289], [-0.590, 3.795, -1.666], [0.790, 4.545, 2.027], [-0.932, 5.167, 1.575], [0.531, 6.422, 1.491], [-2.362, -2.225, 0.282], [-2.994, -2.709, 1.991], [-4.459, -0.437, -1.940], [-2.966, 1.046, 5.559], [-2.770, 2.307, 4.171], [-2.002, 3.963, 5.794], [-0.090, 4.208, 5.361], [-0.697, 3.502, 7.074], [0.120, 0.290, 5.338], [-3.758, -2.177, 3.987], [6.316, -2.753, -2.511], [6.942, -1.464, -3.021], [7.957, -0.946, -2.164], [9.089, -1.781, -1.939], [9.858, -2.115, -3.206], [5.930, -2.617, -1.496], [5.494, -3.060, -3.164], [7.043, -3.568, -2.480], [6.163, -0.697, -3.082], [7.332, -1.591, -4.036], [8.791, -2.689, -1.407], [9.752, -1.229, -1.264], [9.258, -2.714, -3.897], [10.761, -2.685, -2.966], [10.148, -1.201, -3.734], [2.339, -6.131, -5.638], [3.383, -5.043, -5.446], [4.632, -5.531, -4.962], [5.308, -6.478, -5.782], [5.669, -5.942, -7.158], [2.198, -6.696, -4.711], [1.382, -5.692, -5.934], [2.636, -6.842, -6.414], [3.015, -4.332, -4.700], [3.532, -4.474, -6.370], [4.724, -7.401, -5.859], [6.233, -6.740, -5.258], [4.777, -5.713, -7.748], [6.258, -6.679, -7.713], [6.249, -5.018, -7.072], [-5.424, 5.253, 6.366], [-4.553, 5.935, 5.322], [-4.278, 5.117, 4.188], [-5.400, 4.681, 3.428], [-6.209, 5.821, 2.831], [-4.979, 4.302, 6.675], [-5.536, 5.894, 7.244], [-6.423, 5.037, 5.978], [-3.587, 6.176, 5.776], [-4.992, 6.886, 5.005], [-6.033, 4.021, 4.029], [-5.004, 4.070, 2.610], [-6.674, 6.436, 3.607], [-7.006, 5.430, 2.191], [-5.568, 6.478, 2.235], [12.740, 2.004, 2.681], [12.565, 0.549, 2.274], [11.582, 0.356, 1.261], [11.812, 1.007, 0.016], [13.093, 0.566, -0.672], [11.782, 2.436, 2.986], [13.446, 2.085, 3.511], [13.124, 2.610, 1.855], [12.232, -0.020, 3.147], [13.519, 0.111, 1.964], [11.786, 2.093, 0.144], [10.965, 0.751, -0.630], [13.978, 0.845, -0.094], [13.177, 1.032, -1.659], [13.111, -0.522, -0.793], [-2.123, -6.544, -8.983], [-1.078, -5.456, -8.792], [0.170, -5.944, -8.307], [0.847, -6.891, -9.128], [1.207, -6.356, -10.503], [-2.264, -7.109, -8.057], [-3.079, -6.105, -9.279], [-1.826, -7.255, -9.759], [-1.447, -4.745, -8.046], [-0.929, -4.887, -9.715], [0.263, -7.814, -9.205], [1.772, -7.153, -8.603], [0.315, -6.127, -11.094], [1.797, -7.092, -11.058], [1.788, -5.431, -10.417], [-8.097, 6.133, -4.070], [-6.593, 5.937, -3.962], [-6.044, 6.409, -2.735], [-6.528, 5.800, -1.542], [-6.265, 4.305, -1.474], [-8.360, 7.182, -3.909], [-8.451, 5.826, -5.058], [-8.634, 5.542, -3.323], [-6.108, 6.506, -4.762], [-6.321, 4.888, -4.120], [-7.592, 6.019, -1.409], [-6.005, 6.283, -0.711], [-6.809, 3.763, -2.254], [-6.581, 3.904, -0.506], [-5.200, 4.094, -1.613], [-9.648, -2.133, 5.622], [-8.803, -0.955, 5.162], [-9.215, 0.292, 5.716], [-9.171, 0.406, 7.135], [-7.779, 0.225, 7.716], [-10.707, -1.950, 5.414], [-9.339, -3.046, 5.108], [-9.550, -2.303, 6.697], [-8.896, -0.861, 4.076], [-7.742, -1.129, 5.369], [-9.884, -0.287, 7.594], [-9.520, 1.416, 7.376], [-7.401, -0.788, 7.549], [-7.789, 0.405, 8.795], [-7.073, 0.918, 7.248]], "spin_multiplicity": 1, "e_lumo_ev": 1.607, "mol_weight_da": 1022.5, "total_charge": -1, "max_force_ha_per_bohr": 0.19505, "homo_energy_ev": -5.13, "orbital_gap_ev": 6.734, "total_energy_ha": -4037.2696}